#P
# H5N2OP

A 2-piece molecular cluster, H5N2OP overall (ωB97M-V/def2-TZVPD, the OMol25 dataset).

Each line ends with the Mulliken charge.
Atoms and positions in Å:
N -1.5915 0.9230 0.3544  -0.426
N 1.7310 -0.2932 0.7062  -0.448
O -0.3736 0.4713 0.7001  -0.043
P 0.7445 0.4497 -0.3844  0.197
H -2.3525 0.8118 1.0762  0.210
H -1.2468 -1.1453 -2.6539  0.181
H 2.6500 0.0364 0.7069  0.254
H 1.2930 -0.3386 1.5865  0.295
H -0.8541 -0.9151 -2.0920  -0.220

Summary:
Orbital gap (spin up / spin down)   6.91 / 9.25 eV



#Q
# H5N2OP

An isolated molecule of H5N2OP (ωB97M-V/def2-TZVPD, the OMol25 dataset).

Each line ends with the Mulliken charge.
Atoms and positions in Å:
N 0.5294 0.2775 -1.6075  -0.684
N -1.1954 -0.2929 0.6166  -0.592
O 1.3486 -0.6348 0.5036  -0.596
P 0.2209 0.3033 -0.0985  0.706
H 1.7962 -1.1446 -0.2276  0.363
H -0.2439 0.5630 -2.1635  0.213
H -0.9964 -0.9564 1.3784  0.276
H -1.7864 0.4734 0.8903  0.263
H 0.3270 1.4114 0.7082  0.051

Summary:
Orbital gap   10.36 eV



Each structure's energy above the most stable one, in eV: #P 5.179; #Q 0.000.



#P
# C7H7NO

An isolated molecule of C7H7NO (ωB97M-V/def2-TZVPD, the OMol25 dataset).

Each line ends with the Mulliken charge.
Atoms and positions in Å:
C -0.6271 -0.2642 -1.3144  -0.190
C -0.5918 -1.4287 -0.4909  -0.265
C -0.6346 -0.8567 0.9702  -0.323
C 0.3645 0.1923 1.5235  0.113
C 1.4771 0.7005 0.5855  -0.669
C 0.9122 1.4647 -0.3848  -0.513
C -0.5511 1.0260 -0.3872  0.065
H -1.1584 -0.0832 -2.3225  0.331
H -0.9683 -2.4154 -0.7045  0.496
H -1.2145 -1.3664 1.6659  0.417
H 0.4635 0.3759 2.6315  0.329
H 2.4616 0.4389 0.8885  0.419
H 1.3958 1.9000 -1.3199  0.313
H -1.1544 1.8990 -0.5794  0.430
N -0.9052 0.4934 0.9773  -0.532
O 0.5519 -1.1507 -1.2640  -0.420

Summary:
Orbital gap   9.68 eV



#Q
# C7H7NO

An isolated molecule of C7H7NO (ωB97M-V/def2-TZVPD, the OMol25 dataset).

Each line ends with the Mulliken charge.
Atoms and positions in Å:
C 2.5160 0.6458 0.3200  -1.904
C 1.6893 -0.4892 -0.1167  0.504
C 0.2946 -0.3947 -0.0784  0.778
C -0.4059 0.7996 -0.2985  -0.157
C -1.7499 0.9303 -0.2369  -0.776
C -2.4706 -0.2886 -0.0903  -0.214
C -1.8224 -1.4294 0.1709  -0.017
H 2.3408 1.1953 1.3510  0.286
H 2.4957 1.2309 -0.3365  0.606
H 3.3458 0.2173 0.3646  0.656
H 0.2750 1.7095 -0.6153  0.085
H -2.1928 1.7149 -0.4191  0.717
H -3.6626 -0.2606 -0.0122  0.221
H -2.4249 -2.4844 0.3854  0.252
N -0.4728 -1.5046 0.1339  -0.471
O 2.2448 -1.5922 -0.5220  -0.566

Summary:
Orbital gap   9.52 eV



Each structure's energy above the most stable one, in eV: #P 0.110; #Q 0.000.



#P
# C39H65Br2N12PTi

C39H65Br2N12PTi as an isolated structure (ωB97M-V/def2-TZVPD, the OMol25 dataset).

Each line ends with the Mulliken charge.
Atoms and positions in Å:
Ti -0.4478 1.1800 -0.4426  -1.258
C 1.3424 -0.6828 -4.6668  -1.286
N 0.3384 -0.7369 -3.6115  0.998
C 0.2185 -2.0363 -2.9463  -0.808
C -0.6318 0.2017 -3.5101  -0.384
N -1.1656 0.4987 -2.3325  0.781
C -2.5361 1.0259 -2.3157  -0.455
C -3.2170 0.4001 -1.1112  -1.534
N -2.4556 0.6954 0.1461  1.029
C -2.9176 2.0014 0.7063  -1.378
C -1.9041 2.7115 1.6159  -1.134
N -0.5315 2.4570 1.1626  1.487
C 0.4481 3.2186 1.6171  -1.562
N 1.7361 2.7797 1.4674  1.505
C 2.1567 1.5378 2.1164  -1.022
C 2.8150 3.7419 1.2512  -1.236
N 0.2637 4.4187 2.2112  0.561
C 1.1213 4.8368 3.3219  -1.098
C -0.6634 5.4402 1.7338  -1.135
C -2.6937 -0.4692 1.0610  -0.298
C -2.1273 -0.4126 2.4542  -1.669
N -0.6755 -0.5040 2.4070  0.369
C -0.1059 -0.9400 3.4891  -0.320
N 1.1703 -1.4587 3.4344  0.931
C 2.0833 -1.3601 4.5597  -1.323
C 1.5867 -2.3485 2.3612  -0.133
N -0.7021 -0.9180 4.7265  0.569
C -0.5254 -1.9983 5.6943  -1.204
C -1.4604 0.2308 5.1902  -1.033
N -1.0098 0.8324 -4.6436  0.466
C -1.1252 0.1300 -5.9214  -1.192
C -1.3258 2.2559 -4.6635  -0.819
H 2.3129 -0.9287 -4.2321  0.341
H 1.3966 0.3188 -5.0852  0.352
H 1.1410 -1.3977 -5.4679  0.427
H 1.2073 -2.4104 -2.6878  0.481
H -0.2519 -2.7655 -3.6147  0.402
H -0.3668 -1.9512 -2.0441  -0.755
H -3.0914 0.7520 -3.2122  0.741
H -2.5575 2.1177 -2.2483  0.107
H -3.2166 -0.6747 -1.2604  0.271
H -4.2547 0.7256 -1.0216  0.363
H -3.8536 1.8630 1.2496  0.450
H -3.1303 2.6483 -0.1415  0.510
H -2.0106 2.3757 2.6459  0.164
H -2.1616 3.7590 1.6102  0.739
H 1.3246 0.8445 2.1784  -0.305
H 2.5328 1.7454 3.1238  0.490
H 2.9673 1.0848 1.5453  0.338
H 3.4570 3.3655 0.4538  0.162
H 3.4295 3.8784 2.1444  0.425
H 2.4161 4.7053 0.9422  0.402
H 1.7039 3.9958 3.6912  0.262
H 0.4889 5.1923 4.1364  0.418
H 1.7956 5.6460 3.0344  0.393
H -0.1258 6.3859 1.6702  0.387
H -1.5122 5.5806 2.4055  0.327
H -1.0189 5.2005 0.7365  0.325
H -2.2359 -1.3289 0.5817  -1.522
H -3.7743 -0.6279 1.1331  0.598
H -2.5539 -1.2761 2.9772  1.018
H -2.5136 0.4629 2.9825  0.077
H 2.1813 -2.3032 5.1085  0.377
H 1.7490 -0.5863 5.2497  0.382
H 3.0766 -1.0879 4.1919  0.324
H 0.7731 -2.4621 1.6495  -1.043
H 1.8475 -3.3321 2.7664  0.551
H 2.4675 -1.9607 1.8350  0.138
H -0.0466 -2.8523 5.2232  0.332
H -1.5024 -2.3200 6.0596  0.385
H 0.0701 -1.6856 6.5556  0.373
H -1.2399 1.0986 4.5689  0.111
H -1.1585 0.4663 6.2112  0.416
H -2.5390 0.0558 5.1916  0.277
H -0.3510 0.4326 -6.6311  0.369
H -2.0975 0.3636 -6.3604  0.407
H -1.0727 -0.9460 -5.7702  0.315
H -2.3884 2.4395 -4.8405  0.332
H -0.7632 2.7322 -5.4680  0.356
H -1.0307 2.7190 -3.7268  0.139
Br 5.5457 -0.9647 -1.9927  -0.103
C 3.8389 -0.3645 -1.5055  -1.136
C 3.0507 -1.1534 -0.6412  -0.772
C 1.8045 -0.7087 -0.3286  0.687
N 1.3091 0.4779 -0.7808  1.762
C 2.0829 1.2458 -1.6294  0.934
C 3.3657 0.8164 -2.0032  -1.123
C 1.4691 2.4670 -2.0492  0.402
C 2.0284 3.3700 -2.9724  -0.724
C 1.3841 4.5420 -3.2288  -0.938
Br 2.0835 5.7467 -4.4799  -0.098
C 0.1807 4.8549 -2.5557  -1.081
C -0.3312 3.9270 -1.7046  -0.965
N 0.2494 2.7284 -1.4584  2.389
H 3.4230 -2.0927 -0.2513  0.537
H 1.1288 -1.2882 0.2916  -0.192
H 3.9786 1.4077 -2.6711  0.579
H 2.9611 3.1410 -3.4762  0.642
H -0.3264 5.7962 -2.7272  0.559
H -1.2656 4.1150 -1.1921  0.485
C -2.5670 -3.7223 -1.1559  -1.279
P -1.1305 -3.6320 0.0244  1.870
C -1.9349 -4.3162 1.5419  -1.311
C -0.0875 -5.0409 -0.5204  0.219
C -0.5897 -6.3162 -0.7886  -0.754
C 0.2579 -7.3338 -1.2031  -0.800
C 1.6204 -7.0931 -1.3548  -0.537
C 2.1346 -5.8343 -1.0842  -0.819
C 1.2817 -4.8155 -0.6702  -0.024
H -3.5099 -3.6522 -0.6101  0.467
H -2.5624 -4.6505 -1.7224  0.558
H -2.5179 -2.8954 -1.8684  0.094
H -2.2154 -5.3608 1.4090  0.558
H -2.8323 -3.7357 1.7737  0.406
H -1.2484 -4.2417 2.3880  0.243
H -1.6476 -6.5289 -0.6673  0.359
H -0.1457 -8.3202 -1.4074  0.410
H 2.2786 -7.8895 -1.6809  0.396
H 3.1976 -5.6465 -1.1944  0.455
H 1.6795 -3.8257 -0.4550  0.303

Summary:
2S+1   3
Orbital gap (spin up / spin down)   5.95 / 7.32 eV
⟨S²⟩   2.02
Charge   +2



#Q
# C39H65Br2N12PTi

C39H65Br2N12PTi as an isolated structure (ωB97M-V/def2-TZVPD, the OMol25 dataset).

Each line ends with the Mulliken charge.
Atoms and positions in Å:
Ti -0.0231 -0.1350 -0.1596  1.975
C -3.5711 2.9726 2.0486  -1.234
N -3.5086 3.0648 0.6021  0.587
C -4.6475 3.7101 -0.0327  -1.194
C -2.4609 2.5295 -0.1129  -1.418
N -2.0583 1.2821 0.0569  1.364
C -3.2126 0.4235 0.4205  -1.379
C -2.8834 -1.0465 0.5563  -1.615
N -1.9577 -1.5585 -0.4591  1.192
C -2.4888 -1.4531 -1.8452  -1.698
C -1.8678 -0.3192 -2.6346  -0.798
N -0.4074 -0.2693 -2.5024  0.841
C 0.2884 -0.3366 -3.6104  -0.654
N -0.1378 -0.9580 -4.7553  0.474
C 0.0667 -0.3675 -6.0718  -1.206
C -0.8604 -2.2187 -4.7472  -0.887
N 1.5403 0.2125 -3.6952  0.463
C 2.5616 -0.3245 -4.5842  -1.289
C 1.8784 1.4979 -3.1054  -0.342
C -1.6790 -2.9853 -0.1831  -2.312
C -0.2829 -3.2786 -0.6793  -0.307
N 0.5666 -2.4259 0.1450  0.738
C 1.5748 -3.0419 0.7228  -0.554
N 2.3207 -3.9774 0.0794  0.519
C 2.5083 -3.9194 -1.3615  -0.897
C 2.8095 -5.1964 0.7142  -1.217
N 1.9080 -2.7485 2.0176  0.924
C 3.2403 -2.9519 2.5609  -1.456
C 0.8556 -2.6630 3.0267  -0.819
N -1.8882 3.3867 -1.0009  0.552
C -2.1795 4.8185 -0.9641  -1.193
C -1.2906 2.9208 -2.2453  -0.733
H -4.4203 2.3735 2.3943  0.335
H -2.6464 2.5432 2.4324  0.266
H -3.6804 3.9746 2.4728  0.406
H -4.7194 4.7716 0.2174  0.398
H -4.5917 3.6034 -1.1146  0.305
H -5.5652 3.2195 0.2999  0.369
H -3.6781 0.6915 1.3695  0.265
H -3.9952 0.5478 -0.3328  0.573
H -2.4158 -1.2396 1.5224  0.554
H -3.8270 -1.6066 0.5524  0.470
H -2.2854 -2.3903 -2.3582  0.595
H -3.5778 -1.3468 -1.8254  0.409
H -2.1878 -0.3944 -3.6731  0.769
H -2.2640 0.6145 -2.2585  -0.208
H 0.4713 0.6377 -5.9752  0.323
H 0.7401 -0.9645 -6.6924  0.369
H -0.8949 -0.2946 -6.5861  0.398
H -0.7625 -2.6933 -3.7735  0.133
H -1.9222 -2.1038 -4.9833  0.302
H -0.4237 -2.8822 -5.4962  0.418
H 2.7158 0.3027 -5.4667  0.397
H 3.5112 -0.3728 -4.0430  0.372
H 2.2978 -1.3289 -4.9059  0.380
H 1.2723 1.7043 -2.2319  -0.893
H 2.9227 1.4859 -2.7877  0.546
H 1.7616 2.3059 -3.8350  0.390
H -1.6939 -3.1520 0.8917  0.417
H -2.4515 -3.6192 -0.6252  0.451
H -0.0481 -4.3377 -0.5607  0.893
H -0.1997 -3.0402 -1.7435  -0.152
H 2.1969 -2.9461 -1.7307  -0.063
H 3.5654 -4.0681 -1.5940  0.357
H 1.9337 -4.6925 -1.8794  0.344
H 2.3854 -5.3045 1.7086  0.364
H 2.4890 -6.0541 0.1203  0.410
H 3.8996 -5.2152 0.7829  0.344
H 3.9770 -2.9734 1.7609  0.442
H 3.4795 -2.1199 3.2280  0.305
H 3.3204 -3.8721 3.1461  0.455
H -0.0825 -2.4038 2.5522  -0.075
H 0.7489 -3.6165 3.5548  0.365
H 1.1036 -1.8998 3.7648  0.335
H -1.3171 5.3694 -1.3275  0.411
H -2.3920 5.1407 0.0513  0.375
H -3.0214 5.0900 -1.6058  0.392
H -2.0436 2.8170 -3.0329  0.390
H -0.5538 3.6462 -2.5811  0.470
H -0.7915 1.9759 -2.0985  -0.341
Br 1.3498 1.4898 6.3232  -0.082
C 0.9292 1.0060 4.5660  -1.130
C -0.3918 0.8925 4.1531  -1.179
C -0.6409 0.5554 2.8389  -0.715
N 0.3151 0.3205 1.9290  1.714
C 1.5931 0.4214 2.3470  0.576
C 1.9368 0.7583 3.6482  -0.665
C 2.6336 0.1059 1.3330  0.270
C 3.9846 0.0340 1.6448  -0.664
C 4.8647 -0.3603 0.6564  -0.543
Br 6.6893 -0.5424 1.0486  -0.023
C 4.3908 -0.6370 -0.6168  -1.556
C 3.0408 -0.4801 -0.8540  0.190
N 2.1727 -0.1084 0.0899  1.171
H -1.2131 1.0660 4.8361  0.558
H -1.6569 0.4727 2.4839  0.207
H 2.9709 0.8511 3.9475  0.762
H 4.3595 0.2596 2.6325  0.505
H 5.0572 -0.9535 -1.4094  0.568
H 2.6167 -0.6670 -1.8315  -0.661
C 1.5327 4.6735 -0.9012  -1.270
P 1.3083 3.2121 0.1888  2.216
C 0.3868 3.9307 1.5988  -0.913
C 3.0200 3.1569 0.8320  0.246
C 3.3520 3.3180 2.1759  -0.287
C 4.6773 3.2602 2.5929  -0.757
C 5.6932 3.0505 1.6708  -0.554
C 5.3767 2.9019 0.3259  -0.918
C 4.0538 2.9442 -0.0836  -0.564
H 2.0663 4.3874 -1.8093  0.355
H 2.0968 5.4602 -0.4005  0.548
H 0.5648 5.0741 -1.1946  0.262
H 0.3631 3.2243 2.4288  0.048
H -0.6422 4.1014 1.2853  -0.208
H 0.8062 4.8745 1.9499  0.633
H 2.5820 3.5065 2.9175  0.367
H 4.9168 3.4003 3.6415  0.491
H 6.7268 3.0158 1.9959  0.460
H 6.1648 2.7545 -0.4041  0.413
H 3.8261 2.8260 -1.1401  0.170

Summary:
2S+1   3
Orbital gap (spin up / spin down)   5.78 / 7.67 eV
⟨S²⟩   2.01
Charge   +2



Each structure's energy above the most stable one, in eV: #P 1.122; #Q 0.000.



#P
# C6H8NS2

An isolated ion of composition C6H8NS2 and charge +1 (ωB97M-V/def2-TZVPD, the OMol25 dataset).

Each line ends with the Mulliken charge.
Atoms and positions in Å:
C 0.9465 -1.6116 0.4036  -0.410
C 2.2727 -1.5303 0.0907  -0.224
C 1.1153 0.6108 -0.1233  0.314
C 0.2533 1.7565 -0.5154  -0.407
C -1.1249 1.2993 -0.0478  -0.670
C -1.1196 -0.1561 0.2409  -0.186
N 0.3244 -0.4195 0.2388  0.112
S 2.6917 0.1118 -0.3851  -0.030
S -2.0315 -1.5316 -0.6145  -0.196
H 0.5464 -2.3685 0.9611  0.453
H 3.1369 -2.2944 -0.0425  0.352
H 0.5697 2.7607 -0.0723  0.332
H 0.3273 1.8855 -1.5903  0.301
H -1.3214 1.9038 0.8068  0.335
H -1.9299 1.4934 -0.7124  0.428
H -1.4407 -0.2112 1.3960  0.283
H -3.2164 -1.6985 -0.0343  0.213

Summary:
Orbital gap   9.21 eV
Charge   +1



#Q
# C6H8NS2

An isolated ion of composition C6H8NS2 and charge +1 (ωB97M-V/def2-TZVPD, the OMol25 dataset).

Each line ends with the Mulliken charge.
Atoms and positions in Å:
C 0.9815 -1.6151 0.4524  -0.406
C 2.2768 -1.4873 0.0643  -0.229
C 1.0377 0.5656 -0.1419  0.255
C 0.2048 1.7443 -0.5911  -0.304
C -1.1647 1.4144 -0.0466  -0.522
C -1.0901 -0.1704 0.4020  -0.481
N 0.2962 -0.4553 0.2822  0.196
S 2.6284 0.1454 -0.3528  -0.047
S -1.9979 -1.4489 -0.6350  -0.155
H 0.5247 -2.5855 0.4871  0.387
H 3.0628 -2.2635 0.1505  0.406
H 0.6686 2.7414 -0.2060  0.323
H 0.3948 1.7842 -1.7883  0.313
H -1.5270 1.8128 0.8632  0.323
H -1.9205 1.6171 -0.8412  0.300
H -1.4630 -0.4740 1.5946  0.437
H -2.9132 -1.3253 0.3065  0.204

Summary:
Orbital gap   9.23 eV
Charge   +1



Each structure's energy above the most stable one, in eV: #P 0.000; #Q 0.317.



#P
# ClNO4S

A 2-piece molecular cluster, ClNO4S overall (ωB97M-V/def2-TZVPD, the OMol25 dataset).

Each line ends with the Mulliken charge.
Atoms and positions in Å:
N 1.4575 -0.1153 -0.1723  0.908
O 2.5568 -0.4891 0.0694  -0.438
O 0.7086 -0.6615 -0.9165  -0.465
O -1.8391 -0.7281 1.1922  -0.361
O -1.9357 0.9881 -0.5087  -0.394
S -1.8457 -0.4692 -0.2152  0.745
Cl 0.8974 1.4750 0.5510  0.006

Summary:
Orbital gap   10.40 eV



#Q
# ClNO4S

ClNO4S as an isolated structure (ωB97M-V/def2-TZVPD, the OMol25 dataset).

Each line ends with the Mulliken charge.
Atoms and positions in Å:
N -0.9062 0.8913 0.1020  0.986
O -1.3553 0.9272 -0.9567  -0.405
O -1.0312 1.3926 1.1256  -0.413
O -0.3021 -1.5257 -1.0576  -0.370
O 0.6234 -1.3900 1.2391  -0.343
S 0.3348 -0.8300 -0.0188  0.785
Cl 2.6368 0.5346 -0.4335  -0.240

Summary:
Orbital gap (spin up / spin down)   7.05 / 7.86 eV



Each structure's energy above the most stable one, in eV: #P 0.000; #Q 1.601.